No. 1
{
  "formula": "C8H10O",
  "method": "the ωB97M-V functional and the def2-TZVPD basis",
  "fmax_ha_per_bohr": 0.093,
  "homo_lumo_gap_ev": 9.1,
  "e_above_lowest_kj_mol": 558.6,
  "homo_energy_ev": -8.5,
  "elements": ["C", "C", "C", "C", "C", "C", "C", "C", "O", "H", "H", "H", "H", "H", "H", "H", "H", "H", "H"],
  "positions_angstrom": [[-1.15908, -0.40725, -1.81315], [-0.28135, -1.03357, 0.42058], [-1.32317, -0.83935, -0.56642], [0.90658, 2.04399, -0.49843], [0.91113, -0.39078, 0.53274], [1.54773, 0.74358, -0.20709], [-2.81201, -1.08095, -0.11655], [3.00156, 0.70588, 0.14520], [1.07111, 1.18876, -1.44522], [-2.05312, -0.27612, -2.47879], [-0.28584, -1.78249, 1.21152], [1.48192, -0.52205, 1.34838], [-0.21403, -0.31043, -2.20073], [-2.78125, -1.68331, 0.69098], [-3.12583, -1.77041, -0.89736], [-3.22542, -0.11594, -0.04294], [3.69650, 1.24992, -0.51465], [3.44168, -0.29218, 0.05970], [3.27083, 1.09635, 1.16070]],
  "forces_ev_per_angstrom": [[-2.317, -0.741, 0.115], [2.571, 0.445, 0.506], [-1.796, 0.077, 0.137], [-0.489, 0.280, 0.119], [-3.282, 1.492, -3.138], [0.526, -1.270, 2.663], [3.168, -0.153, -3.319], [2.487, 0.532, -0.509], [0.211, 0.680, -1.610], [1.050, -0.054, 0.700], [-1.124, -0.111, -0.219], [1.772, -1.263, 2.845], [1.745, 0.324, -1.132], [-0.341, -1.323, 3.331], [-1.028, 0.635, -0.233], [-1.239, 0.661, 0.246], [-0.691, 0.361, -0.095], [-0.433, -0.219, 0.268], [-0.791, -0.353, -0.677]],
  "mulliken_charge": [-1.125, -0.219, 0.710, -0.307, -1.016, 1.511, -1.418, -1.751, -0.197, 0.268, 0.259, 0.507, 0.470, 0.438, 0.362, 0.347, 0.427, 0.386, 0.347]
}



No. 2
{
  "formula": "C8H10O6PPd",
  "method": "the ωB97M-V functional and the def2-TZVPD basis",
  "fmax_ha_per_bohr": 0.090,
  "charge": 1,
  "spin_multiplicity": 3,
  "homo_lumo_gap_ev": [8.1, 7.9],
  "e_above_lowest_kj_mol": 0.0,
  "homo_energy_ev": [-11.6, -13.4],
  "elements": ["O", "C", "Pd", "C", "O", "C", "O", "C", "O", "C", "O", "H", "C", "P", "C", "C", "O", "H", "H", "H", "H", "H", "H", "H", "H", "H"],
  "positions_angstrom": [[0.02394, 3.17795, -1.61964], [-0.00124, 2.04088, -1.73954], [0.00571, 0.01272, -2.28866], [0.01879, -1.96448, -1.93062], [0.01344, -3.10487, -1.80965], [-0.01524, -0.14028, -4.31766], [-0.12512, -1.03186, -5.08796], [2.03424, 0.05977, -2.14951], [3.17440, 0.05029, -2.07062], [-2.02094, 0.02909, -2.11395], [-3.16326, -0.02028, -2.12572], [0.11958, 0.97680, -4.53307], [0.58805, 1.13206, 3.32434], [0.15198, 0.29018, 1.78993], [0.92105, -1.34209, 1.88522], [-1.61539, 0.01213, 1.88797], [0.55760, 1.04437, 0.55419], [1.59209, 0.83152, 3.65099], [-0.13265, 0.87885, 4.11217], [0.57107, 2.21284, 3.14977], [0.80107, -1.76141, 2.89470], [0.44896, -2.01468, 1.15810], [1.98924, -1.24992, 1.65472], [-2.11969, 0.69912, 1.20054], [-1.85875, -1.01828, 1.61257], [-1.95892, 0.19959, 2.91141]],
  "forces_ev_per_angstrom": [[-0.067, -2.924, -0.190], [0.099, 4.212, 0.418], [-0.141, -0.255, 0.856], [-0.004, -4.547, 0.796], [0.018, 3.041, -0.437], [-0.084, 0.114, -2.274], [0.156, 1.099, 0.839], [4.504, 0.111, 0.817], [-2.811, -0.013, -0.352], [-4.220, -0.062, 0.603], [2.630, 0.082, -0.194], [-0.073, -0.791, -0.762], [0.139, 0.007, 0.147], [0.494, 0.163, 0.032], [-0.019, -0.071, 0.090], [-0.451, -0.089, 0.044], [-0.035, -0.217, -0.145], [-0.217, 0.173, -0.102], [0.260, 0.062, -0.141], [-0.002, -0.179, 0.062], [0.029, 0.039, -0.304], [0.133, 0.097, 0.169], [-0.213, -0.013, 0.101], [0.033, -0.077, 0.193], [-0.054, 0.144, 0.030], [-0.104, -0.107, -0.297]],
  "mulliken_spin": [-0.006, 0.144, 0.766, 0.157, 0.007, 0.232, 0.228, 0.155, 0.011, 0.166, 0.020, 0.094, 0.000, 0.010, 0.002, 0.006, 0.006, 0.000, 0.000, -0.001, 0.000, -0.001, 0.000, 0.000, 0.003, 0.000]
}